No. 1
Below is 3 unconnected molecules or ions with the total composition C22H28N2O10P3, with properties calculated with ωB97M-V with the def2-TZVPD basis set.

Each line ends with the Mulliken charge.
Cartesian coordinates (Å):
C (0.13848, 1.38100, 2.97166)  -0.834
P (-1.60123, 0.72660, 2.38583)  0.204
O (-2.17996, -0.18996, 3.74347)  -0.467
C (-1.31028, -0.32563, 0.82318)  0.589
C (-1.34039, 0.22530, -0.71727)  -0.519
N (-1.13539, -0.44799, -2.01495)  -0.822
N (-0.82259, -1.76758, -1.99345)  0.769
P (-0.53698, -2.62649, -3.56595)  0.299
O (-1.91358, -3.41260, -3.85447)  -0.558
C (-0.70868, -2.48293, -0.69391)  0.406
P (-0.19028, -4.35552, -0.85458)  0.044
C (1.63736, -4.52552, -0.25132)  -0.856
O (-1.14861, -5.37113, 0.18016)  -0.558
C (-0.93917, -1.96115, 0.83008)  0.253
C (-0.84082, -2.81703, 2.21730)  -0.698
O (-2.09868, -3.09741, 2.90382)  -0.347
C (-3.24903, -3.23539, 2.00794)  -0.207
O (-4.00427, -1.95579, 1.79200)  -0.098
C (-5.29183, -2.45003, 1.20246)  -0.650
C (-6.07228, -1.32774, 0.29803)  -0.109
O (-7.13494, -0.61369, 1.07444)  -0.509
H (1.02444, 0.71521, 2.59382)  0.230
H (0.20369, 1.41022, 4.16333)  0.383
H (0.29803, 2.51603, 2.63736)  0.252
H (-2.11577, 0.35264, 4.58885)  0.334
H (-1.57367, 1.39562, -0.80170)  0.477
H (-0.22907, -1.64743, -4.58845)  0.158
H (0.60298, -3.52915, -3.51220)  0.166
H (2.29042, -4.54651, -1.24577)  0.330
H (1.84828, -5.55550, 0.29879)  0.328
H (1.98965, -3.59454, 0.36841)  0.273
H (-1.88680, -5.82087, -0.36483)  0.373
H (-0.17378, -2.17753, 2.97312)  0.378
H (-0.25688, -3.84470, 2.09884)  0.163
H (-4.03050, -3.93218, 2.58361)  0.325
H (-3.04180, -3.77644, 0.99143)  0.161
H (-5.13554, -3.39858, 0.51621)  0.273
H (-5.99228, -2.77870, 2.09332)  0.350
H (-5.34769, -0.55252, -0.21696)  0.156
H (-6.65972, -1.91207, -0.56106)  0.248
H (-7.03241, -0.82347, 2.05132)  0.314
C (1.40108, 5.86413, -2.78932)  -0.417
C (1.32438, 5.52899, -1.49776)  -0.316
C (0.98182, 4.15458, -1.08201)  0.400
O (0.90944, 3.84744, 0.09992)  -0.581
C (0.72905, 3.16505, -2.14819)  -0.205
C (0.80575, 3.50018, -3.43975)  -0.467
C (1.14831, 4.87460, -3.85550)  0.268
O (1.22069, 5.18173, -5.03742)  -0.542
H (1.65037, 6.86782, -3.11134)  0.434
H (1.50769, 6.24313, -0.70389)  0.455
H (0.47976, 2.16135, -1.82616)  0.487
H (0.62244, 2.78604, -4.23361)  0.442
C (5.50708, 1.44624, -0.72172)  -0.413
C (6.51125, 1.67615, 0.12981)  -0.391
C (6.34333, 2.57742, 1.28685)  0.263
O (7.26249, 2.78999, 2.06562)  -0.536
C (5.02305, 3.21312, 1.46724)  -0.518
C (4.01888, 2.98321, 0.61570)  -0.027
C (4.18680, 2.08195, -0.54134)  0.379
O (3.26764, 1.86938, -1.32011)  -0.460
H (5.61368, 0.78860, -1.57577)  0.427
H (7.48538, 1.21690, 0.01159)  0.413
H (4.91645, 3.87076, 2.32128)  0.458
H (3.04475, 3.44246, 0.73392)  0.439

F_max = 7.275 eV Å⁻¹
lowest unoccupied orbital energy = -5.5 eV
HOMO = -0.4308 Eh
charge = +1
energy relative to the best compared isomer or geometry (same formula, charge and spin) = 123.2 kcal per mole
gap between HOMO and LUMO = 6.2 eV

=====

No. 2
Below is C22H28N2O2 in the gas phase, with properties calculated with ωB97M-V with the def2-TZVPD basis set.

Each line ends with the Mulliken charge.
Cartesian coordinates (Å):
C (1.64974, 3.89270, -0.23832)  -0.599
H (2.72686, 3.74563, -0.21728)  0.230
O (1.17765, 3.20408, -1.37000)  -0.293
C (-0.20304, 3.38453, -1.61209)  -1.150
C (-1.08659, 2.75026, -0.58569)  0.531
C (-1.55808, 3.19688, 0.61419)  -0.339
C (-2.32938, 2.14106, 1.15554)  -1.072
C (-2.27092, 1.11927, 0.25322)  0.900
O (-1.52343, 1.49184, -0.80873)  -0.218
C (-2.86751, -0.25672, 0.25509)  -0.987
N (-1.95182, -1.35815, 0.50217)  0.277
C (-1.59246, -1.57083, 1.89290)  -1.215
H (-1.09336, -2.54275, 1.94020)  0.278
H (-2.51807, -1.63923, 2.47004)  0.511
C (-0.65602, -0.51562, 2.50668)  -0.524
C (0.41088, -0.20490, 1.51133)  1.958
C (0.32767, -0.59304, 0.20495)  -1.913
N (1.44562, -0.18434, -0.47592)  0.197
C (2.26307, 0.49127, 0.38455)  -0.378
C (3.50286, 1.07720, 0.17538)  -0.996
C (4.11232, 1.68710, 1.25199)  -0.440
C (3.50541, 1.71582, 2.51022)  -0.773
C (2.27821, 1.13007, 2.72759)  -0.219
C (1.64030, 0.50180, 1.65929)  -0.203
H (1.81628, 1.15180, 3.70400)  0.477
H (4.01670, 2.20671, 3.32594)  0.400
H (5.07889, 2.15308, 1.12420)  0.414
H (3.96831, 1.05988, -0.79912)  0.369
H (1.59592, -0.28525, -1.46456)  0.242
C (-0.79601, -1.37685, -0.39311)  0.490
H (-1.09965, -0.90343, -1.33285)  0.927
C (-0.36950, -2.83401, -0.69683)  -1.666
H (-0.98362, -3.50546, -0.09597)  0.468
H (0.67143, -2.97382, -0.39682)  0.383
C (-0.52414, -3.22214, -2.17083)  0.855
C (0.17583, -4.55338, -2.43803)  -1.701
H (-0.25760, -5.33799, -1.82156)  0.342
H (1.23743, -4.48544, -2.20987)  0.411
H (0.06773, -4.83927, -3.48195)  0.436
C (-1.99766, -3.31991, -2.55588)  -1.359
H (-2.10217, -3.54469, -3.61533)  0.443
H (-2.51809, -2.38889, -2.34847)  0.220
H (-2.48090, -4.11063, -1.98643)  0.309
H (-0.04765, -2.45288, -2.79087)  0.265
H (-0.22178, -0.90554, 3.43071)  0.584
H (-1.21104, 0.39177, 2.75989)  0.148
H (-3.32483, -0.43484, -0.72608)  0.226
H (-3.65344, -0.29620, 1.01198)  0.402
H (-2.86240, 2.14914, 2.08488)  0.585
H (-1.38775, 4.15841, 1.05454)  0.537
H (-0.43386, 4.45973, -1.67192)  0.461
H (-0.38735, 2.91745, -2.58275)  0.235
H (1.42283, 4.96389, -0.31012)  0.340
H (1.21818, 3.49480, 0.68593)  0.192

F_max = 0.993 eV Å⁻¹
structure (SMILES) = COCc1ccc(CN2CCc3c([nH]c4ccccc34)[C@H]2CC(C)C)o1
lowest unoccupied orbital energy = 0.8 eV
HOMO = -0.2768 Eh
energy relative to the best compared isomer or geometry (same formula, charge and spin) = 56.7 kcal per mole
gap between HOMO and LUMO = 8.3 eV

=====

No. 3
Below is a molecular structure, C22H28N4O2SSc, with properties calculated with ωB97M-V with the def2-TZVPD basis set.

Each line ends with the Mulliken charge.
Cartesian coordinates (Å):
Sc (0.47244, 0.10908, 0.13695)  0.226
O (-1.27145, -1.36424, 1.39457)  -0.192
C (-2.39973, -2.04189, 1.01016)  1.074
C (-2.79325, -3.25653, 1.55948)  -0.775
C (-3.97848, -3.84808, 1.14041)  -0.724
C (-4.78948, -3.25165, 0.19052)  -0.902
C (-4.39269, -2.04015, -0.34393)  -0.817
C (-3.19433, -1.43394, 0.03635)  0.632
C (-2.89793, -0.15718, -0.60393)  -0.030
N (-1.78737, 0.46470, -0.70015)  0.188
C (-1.90270, 1.75813, -1.41821)  -0.756
C (-1.03516, 2.77047, -0.69666)  -0.882
N (0.28313, 2.16680, -0.73903)  0.402
C (1.25818, 2.77995, -1.27124)  -0.501
C (2.52617, 2.14275, -1.60247)  0.844
C (3.62303, 2.95096, -1.92582)  -0.658
C (4.80467, 2.40124, -2.37542)  -0.810
C (4.88275, 1.01937, -2.55277)  -0.540
C (3.80382, 0.19967, -2.27282)  -0.123
C (2.61404, 0.74683, -1.78038)  0.146
O (1.59307, -0.05642, -1.47243)  -0.698
H (-2.20376, -3.75771, 2.30949)  0.336
H (-4.26743, -4.79245, 1.58324)  0.421
H (-5.71393, -3.71502, -0.12149)  0.424
H (-5.01022, -1.53841, -1.07890)  0.411
H (-3.77494, 0.28700, -1.08050)  0.213
H (-2.94622, 2.07001, -1.47519)  0.469
H (-1.51996, 1.62553, -2.43227)  0.240
H (-1.34724, 2.89016, 0.34352)  0.166
H (-1.05321, 3.74861, -1.18319)  0.494
H (1.14639, 3.82407, -1.57470)  0.351
H (3.53168, 4.02590, -1.81999)  0.431
H (5.64953, 3.03209, -2.61125)  0.426
H (5.79669, 0.57612, -2.92753)  0.415
H (3.85338, -0.86753, -2.44430)  0.454
C (3.07707, -1.48257, 1.45865)  -0.749
C (2.51831, -2.40776, 0.40504)  -0.810
N (1.04440, -2.30683, 0.39826)  -0.037
C (0.43493, -3.00666, 1.55494)  -0.707
C (-0.39641, -2.01199, 2.33324)  -0.419
S (0.41997, 1.47636, 2.23060)  -0.359
C (1.91095, 0.98996, 3.13539)  -0.678
C (3.07392, 0.86874, 2.17862)  -0.725
N (2.75781, -0.09735, 1.10883)  0.469
H (4.15727, -1.63518, 1.55934)  0.434
H (2.64588, -1.70415, 2.43824)  0.444
H (2.83788, -3.43822, 0.58697)  0.492
H (2.87719, -2.11526, -0.58142)  0.181
H (0.70024, -2.72666, -0.45800)  0.302
H (1.21153, -3.42953, 2.19526)  0.342
H (-0.16623, -3.84347, 1.19969)  0.579
H (0.20898, -1.19656, 2.72934)  -0.209
H (-0.96045, -2.43733, 3.16075)  0.608
H (1.77061, 0.05379, 3.68587)  0.350
H (2.13117, 1.74424, 3.89059)  0.497
H (3.99964, 0.58332, 2.69376)  0.363
H (3.24641, 1.83176, 1.69607)  0.350
H (3.32556, 0.13946, 0.30059)  -0.071

F_max = 0.568 eV Å⁻¹
lowest unoccupied orbital energy = -2.9 eV
HOMO = -0.3885 Eh
charge = +1
energy relative to the best compared isomer or geometry (same formula, charge and spin) = 0.0 kcal per mole
gap between HOMO and LUMO = 7.7 eV

=====

No. 4
Below is C22H28N4O4 in the gas phase, with properties calculated with ωB97M-V with the def2-TZVPD basis set.

Each line ends with the Mulliken charge.
Cartesian coordinates (Å):
C (-6.31388, -2.93880, 2.18841)  -1.218
C (-6.88510, -2.15066, 1.01510)  -0.213
C (-6.34802, -2.61402, -0.34100)  -1.158
C (-4.85158, -2.37351, -0.52526)  -0.839
N (-4.57552, -0.96024, -0.49454)  -0.203
C (-3.36290, -0.39342, -0.47321)  1.673
C (-2.18333, -1.16944, -0.52016)  -0.447
C (-0.93797, -0.60105, -0.48332)  -1.207
C (-0.76905, 0.78726, -0.39345)  -0.335
C (-1.89943, 1.56883, -0.36769)  -0.516
C (-3.18478, 1.01512, -0.40536)  -1.005
N (-4.26610, 1.92270, -0.37096)  1.129
O (-4.02513, 3.11551, -0.31542)  -0.684
O (-5.41782, 1.48614, -0.39579)  -0.766
H (-1.83462, 2.64462, -0.32122)  0.635
C (0.60543, 1.41384, -0.35196)  0.157
N (1.64345, 0.42468, -0.15264)  -0.154
C (2.77095, 0.42832, -0.91105)  0.556
O (2.87206, 1.10160, -1.92087)  -0.659
C (3.84067, -0.48336, -0.42474)  0.893
C (4.55083, -1.23855, -1.34757)  -0.886
C (5.57042, -2.08464, -0.93165)  0.938
C (5.87618, -2.14426, 0.42000)  -0.747
C (5.19621, -1.37244, 1.35600)  0.224
C (4.17059, -0.54434, 0.92630)  -0.482
H (3.66769, 0.09211, 1.64097)  0.239
C (5.56291, -1.44594, 2.80700)  -1.629
H (5.21086, -2.38458, 3.23587)  0.321
H (6.64317, -1.40738, 2.93262)  0.387
H (5.11397, -0.62507, 3.35993)  0.357
H (6.67287, -2.79401, 0.75567)  0.363
C (6.31662, -2.91154, -1.93418)  -1.454
H (7.17890, -3.39285, -1.47980)  0.368
H (5.66558, -3.68402, -2.34320)  0.310
H (6.65519, -2.29089, -2.76170)  0.348
H (4.29742, -1.15868, -2.39432)  0.474
H (1.66331, -0.04386, 0.74047)  0.417
H (0.82553, 1.85931, -1.33238)  0.414
C (0.70941, 2.49604, 0.74680)  -0.798
C (2.18062, 2.75388, 1.04937)  0.322
O (2.72566, 2.33033, 2.04613)  -0.637
N (2.82349, 3.48838, 0.11867)  -0.318
H (3.82345, 3.58319, 0.20014)  0.257
H (2.42166, 3.64937, -0.78877)  0.238
H (0.22618, 3.41828, 0.42919)  0.410
H (0.23338, 2.13760, 1.66091)  0.432
H (-0.06651, -1.23565, -0.53728)  0.549
H (-2.27157, -2.24051, -0.59711)  0.406
H (-5.36763, -0.32336, -0.50212)  0.347
H (-4.53258, -2.79958, -1.48662)  0.416
H (-4.29284, -2.87995, 0.26895)  0.450
H (-6.88565, -2.08999, -1.13431)  0.366
H (-6.54031, -3.68236, -0.45764)  0.414
H (-6.67456, -1.08903, 1.15520)  0.217
H (-7.97038, -2.26856, 1.00561)  0.374
H (-5.25104, -2.74725, 2.31348)  0.296
H (-6.45864, -4.00694, 2.03968)  0.283
H (-6.81446, -2.65169, 3.10968)  0.370

F_max = 1.399 eV Å⁻¹
structure (SMILES) = CCCCNc1ccc([C@@H](CC(N)=O)NC(=O)c2cc(C)cc(C)c2)cc1[N+](=O)[O-]
lowest unoccupied orbital energy = -0.5 eV
HOMO = -0.3033 Eh
energy relative to the best compared isomer or geometry (same formula, charge and spin) = 60.0 kcal per mole
gap between HOMO and LUMO = 7.8 eV